DFT (wB97M-V/def2-TZVPD) results for 2 unconnected molecules or ions with the total composition C14H18N4O8Si in a non-equilibrium geometry.

Structure (ORCA input):
```
! wB97M-V def2-TZVPD RIJCOSX def2/J DEFGRID3
* xyz 0 1
C -0.40 2.03 5.55
H -4.37 -1.24 1.05
N -2.32 -0.69 7.23
O -2.13 -0.81 8.60
H -3.57 0.55 2.61
H 4.15 -0.35 1.80
H 3.11 0.56 2.91
O 0.46 -0.44 2.24
H -1.34 -0.57 3.99
N -0.98 -0.14 9.01
C -1.74 -0.41 3.00
O -1.14 -0.24 0.69
C -1.34 0.21 6.76
N 1.43 1.85 8.85
C 0.48 1.52 7.79
Si 1.76 -0.50 1.11
O 0.20 3.93 4.38
H 1.26 3.05 6.47
H -2.17 0.89 4.91
H 2.50 -2.22 -0.49
O -1.16 2.51 3.41
H 1.54 1.89 0.48
O -3.26 -1.22 6.66
O 2.20 2.81 8.61
C -0.52 0.46 7.89
O 1.48 1.22 9.92
H -2.95 0.70 0.26
H 2.51 0.98 -0.71
C -3.16 -0.47 2.69
C -0.83 -0.35 1.97
H 3.18 -1.21 3.02
C 1.62 0.94 -0.06
C 0.52 2.26 6.60
C 1.67 -2.13 0.23
H 1.73 -2.97 0.93
C 3.18 -0.36 2.32
N -0.45 2.87 4.38
H 0.73 -2.20 -0.33
H -3.70 -1.04 3.46
C -2.58 -0.32 0.31
H -2.90 -2.16 1.36
H 0.74 0.82 -0.70
H -2.61 -0.78 -0.69
C -1.37 1.01 5.64
C -3.32 -1.14 1.32
*
```

Results
**HOMO**: -7.7 eV
**DFT total energy**: -45018.078 eV
**F_max**: 3.3 eV/Å
**Relative energy (zero: lowest compared OMol25 entry of this formula, charge and spin)**: 0.0 kcal/mol
**LUMO energy**: -2.5 eV
**SMILES string**: O=[N+]([O-])c1cc([N+](=O)[O-])c2no[n+]([O-])c2c1.C[Si](C)(C)OC1=CCCCO1

---

DFT (wB97M-V/def2-TZVPD) results for a single C14H18O molecule in a non-equilibrium geometry.

Structure (ORCA input):
```
! wB97M-V def2-TZVPD RIJCOSX def2/J DEFGRID3
* xyz 0 1
C 2.13 2.59 -0.56
H 4.31 2.69 0.97
C 1.56 0.75 0.81
C 2.50 1.69 0.41
H 1.67 3.39 -3.32
H -0.70 1.05 -1.71
H -4.05 -3.51 -0.20
C 0.89 3.40 -2.58
C 1.26 -1.85 3.33
O 1.81 0.11 2.01
C 0.96 2.40 -1.36
H -0.03 3.35 -3.13
C 0.41 0.42 -0.04
H 2.14 -2.57 3.10
H 0.00 -1.49 0.91
C -2.12 -2.52 -0.08
H -1.93 -2.88 -1.04
H 4.37 1.02 1.02
C -1.72 -1.06 -0.06
H -4.26 -1.87 -0.37
H -3.85 -2.55 1.18
C -3.67 -2.63 0.12
H -1.46 -3.06 0.55
C -0.31 -0.78 0.19
H 2.84 3.27 -1.06
C 0.17 1.36 -1.10
C 3.74 1.78 1.18
H 0.43 -2.20 3.82
H -2.10 -0.51 0.80
H 3.45 1.82 2.15
H -1.93 -0.60 -0.94
C 1.16 -0.74 2.68
H 0.84 4.32 -2.08
*
```

Results
**HOMO (alpha / beta)**: -6.9 / -7.4 eV
**DFT total energy**: -16851.251 eV
**F_max**: 4.1 eV/Å
**Relative energy (zero: lowest compared OMol25 entry of this formula, charge and spin)**: 119.5 kcal/mol
**LUMO energy (alpha / beta)**: 0.4 / -0.2 eV

---

DFT (wB97M-V/def2-TZVPD) results for a molecular structure, C14H19AsClO3S4Tc.

Structure (ORCA input):
```
! wB97M-V def2-TZVPD RIJCOSX def2/J DEFGRID3
* xyz 2 1
H -2.00 3.87 3.24
H -4.27 -1.49 -1.00
C -2.46 2.99 2.80
C -2.70 -2.04 0.40
C -3.72 -2.37 -0.67
S 3.77 1.28 2.37
C -2.65 -0.13 2.08
S 4.38 0.92 0.30
H -1.96 -1.35 -0.09
C -4.38 -1.74 2.27
H -3.23 -2.83 -1.53
H -1.95 2.79 1.85
S 0.71 2.03 0.10
O -0.37 -0.38 -1.85
C -4.83 -1.06 3.39
Tc -0.58 0.26 -0.02
C -1.25 0.46 -2.36
O -1.80 1.19 -1.51
H -1.53 -0.55 -4.18
H -2.59 -3.98 1.32
H -0.78 0.60 4.70
C -3.06 0.58 3.24
C -0.88 1.52 4.13
H -4.90 -2.63 1.94
As 2.33 0.75 0.88
H -0.49 2.34 4.73
Cl -2.89 1.40 -4.28
H -3.50 3.22 2.58
C -3.27 -1.29 1.57
S 1.13 -1.05 0.76
H -5.71 -1.42 3.92
H -4.56 0.57 4.76
C -4.18 0.07 3.88
H -1.16 -3.00 1.62
C -1.46 0.48 -3.83
H -0.25 1.45 3.23
H -0.57 0.92 -4.28
H -4.44 -3.09 -0.28
O -1.59 0.35 1.41
C -2.34 1.80 3.76
C -1.91 -3.26 0.87
H -1.42 -3.75 0.03
H -2.86 2.07 4.68
*
```

Results
**HOMO (alpha / beta)**: -15.3 / -15.3 eV
**DFT total energy**: -139853.665 eV
**F_max**: 0.5 eV/Å
**Relative energy (zero: lowest compared OMol25 entry of this formula, charge and spin)**: 0.0 kcal/mol
**LUMO energy (alpha / beta)**: -9.6 / -9.6 eV

---

DFT (wB97M-V/def2-TZVPD) results for a molecular structure, C14H19AsCoIO.

Structure (ORCA input):
```
! wB97M-V def2-TZVPD RIJCOSX def2/J DEFGRID3
* xyz 2 5
H 2.88 -1.69 -1.71
As 0.55 -0.84 -2.18
H -0.71 -2.65 -3.43
C -0.07 -1.00 3.65
C 2.16 -1.12 -1.13
H -3.67 0.12 -0.93
C -1.16 -1.28 1.53
C -0.89 -1.74 2.80
H 0.46 -0.12 -4.61
C 0.21 0.70 1.91
Co -0.99 0.53 -0.84
H -4.23 2.36 -1.44
H 2.04 -0.81 -4.19
O -2.98 0.68 -1.30
C 1.25 -0.15 -3.86
I 0.41 2.71 -0.41
H 0.14 -1.35 4.65
C 1.60 2.66 2.39
C 0.08 -2.66 -2.69
H -0.23 -3.24 -1.83
H 2.49 2.76 4.32
H 2.03 3.60 2.06
C 0.49 0.23 3.23
H 1.52 0.61 5.08
C -0.63 -0.06 1.05
C 0.78 1.92 1.54
H 0.97 -3.11 -3.12
C -3.63 1.73 -2.09
H -1.81 -1.88 0.89
H 1.65 0.86 -3.73
C 1.86 2.18 3.66
H 1.92 -1.67 -0.22
C 1.31 0.98 4.08
H -2.84 2.32 -2.55
H 2.61 -0.16 -0.87
H -1.31 -2.68 3.13
H -4.25 1.28 -2.86
*
```

Results
**HOMO (alpha / beta)**: -15.2 / -16.2 eV
**DFT total energy**: -123422.809 eV
**F_max**: 0.7 eV/Å
**LUMO energy (alpha / beta)**: -6.9 / -9.9 eV

---

Repeat the second record exactly.
DFT (wB97M-V/def2-TZVPD) results for a single C14H18O molecule in a non-equilibrium geometry.

Structure (ORCA input):
```
! wB97M-V def2-TZVPD RIJCOSX def2/J DEFGRID3
* xyz 0 1
C 2.13 2.59 -0.56
H 4.31 2.69 0.97
C 1.56 0.75 0.81
C 2.50 1.69 0.41
H 1.67 3.39 -3.32
H -0.70 1.05 -1.71
H -4.05 -3.51 -0.20
C 0.89 3.40 -2.58
C 1.26 -1.85 3.33
O 1.81 0.11 2.01
C 0.96 2.40 -1.36
H -0.03 3.35 -3.13
C 0.41 0.42 -0.04
H 2.14 -2.57 3.10
H 0.00 -1.49 0.91
C -2.12 -2.52 -0.08
H -1.93 -2.88 -1.04
H 4.37 1.02 1.02
C -1.72 -1.06 -0.06
H -4.26 -1.87 -0.37
H -3.85 -2.55 1.18
C -3.67 -2.63 0.12
H -1.46 -3.06 0.55
C -0.31 -0.78 0.19
H 2.84 3.27 -1.06
C 0.17 1.36 -1.10
C 3.74 1.78 1.18
H 0.43 -2.20 3.82
H -2.10 -0.51 0.80
H 3.45 1.82 2.15
H -1.93 -0.60 -0.94
C 1.16 -0.74 2.68
H 0.84 4.32 -2.08
*
```

Results
**HOMO (alpha / beta)**: -6.9 / -7.4 eV
**DFT total energy**: -16851.251 eV
**F_max**: 4.1 eV/Å
**Relative energy (zero: lowest compared OMol25 entry of this formula, charge and spin)**: 119.5 kcal/mol
**LUMO energy (alpha / beta)**: 0.4 / -0.2 eV

---

Repeat the third record exactly.
DFT (wB97M-V/def2-TZVPD) results for a molecular structure, C14H19AsClO3S4Tc.

Structure (ORCA input):
```
! wB97M-V def2-TZVPD RIJCOSX def2/J DEFGRID3
* xyz 2 1
H -2.00 3.87 3.24
H -4.27 -1.49 -1.00
C -2.46 2.99 2.80
C -2.70 -2.04 0.40
C -3.72 -2.37 -0.67
S 3.77 1.28 2.37
C -2.65 -0.13 2.08
S 4.38 0.92 0.30
H -1.96 -1.35 -0.09
C -4.38 -1.74 2.27
H -3.23 -2.83 -1.53
H -1.95 2.79 1.85
S 0.71 2.03 0.10
O -0.37 -0.38 -1.85
C -4.83 -1.06 3.39
Tc -0.58 0.26 -0.02
C -1.25 0.46 -2.36
O -1.80 1.19 -1.51
H -1.53 -0.55 -4.18
H -2.59 -3.98 1.32
H -0.78 0.60 4.70
C -3.06 0.58 3.24
C -0.88 1.52 4.13
H -4.90 -2.63 1.94
As 2.33 0.75 0.88
H -0.49 2.34 4.73
Cl -2.89 1.40 -4.28
H -3.50 3.22 2.58
C -3.27 -1.29 1.57
S 1.13 -1.05 0.76
H -5.71 -1.42 3.92
H -4.56 0.57 4.76
C -4.18 0.07 3.88
H -1.16 -3.00 1.62
C -1.46 0.48 -3.83
H -0.25 1.45 3.23
H -0.57 0.92 -4.28
H -4.44 -3.09 -0.28
O -1.59 0.35 1.41
C -2.34 1.80 3.76
C -1.91 -3.26 0.87
H -1.42 -3.75 0.03
H -2.86 2.07 4.68
*
```

Results
**HOMO (alpha / beta)**: -15.3 / -15.3 eV
**DFT total energy**: -139853.665 eV
**F_max**: 0.5 eV/Å
**Relative energy (zero: lowest compared OMol25 entry of this formula, charge and spin)**: 0.0 kcal/mol
**LUMO energy (alpha / beta)**: -9.6 / -9.6 eV

---

- F_max of number 3 (C14H19AsClO3S4Tc)?
  0.5 eV/Å

---

- F_max of number 2 (C14H18O)?
  4.1 eV/Å